Model a:
Below is C5H8O2 in the gas phase, with properties calculated with wB97M-V/def2-TZVPD.

```
15
Properties=species:S:1:pos:R:3
O -2.246 1.217 0.205
C -2.167 -0.147 0.535
C -1.032 -0.832 -0.191
O 0.161 -0.139 0.163
C 1.212 -0.288 -0.603
C 2.406 0.312 -0.320
C 2.606 0.957 0.926
H -1.403 1.621 0.456
H -3.083 -0.634 0.191
H -2.068 -0.298 1.620
H -1.184 -0.746 -1.273
H -0.931 -1.878 0.117
H 1.083 -0.895 -1.510
H 3.093 0.232 -1.159
H 3.553 1.517 0.845
```

Computed properties:
Kohn-Sham gap (alpha / beta)   7.479 / 7.480 eV
HOMO energy (alpha / beta)   -8.0 / -8.0 eV
Spin multiplicity   1

=====

Model b:
Below is 2 unconnected molecules or ions with the total composition C5H8O2, with properties calculated with wB97M-V/def2-TZVPD.

```
15
Properties=species:S:1:pos:R:3
C -0.383 1.533 -0.594
C -0.394 0.043 -0.596
C -1.119 -0.801 -1.309
C -0.462 -0.314 2.111
O 0.464 -0.538 0.387
C 1.808 -0.470 0.161
O 2.305 -0.019 -0.829
H 0.571 1.908 -0.978
H -0.525 1.880 0.435
H -1.191 1.913 -1.223
H -1.828 -0.426 -2.038
H -1.026 -1.875 -1.179
H -0.986 -1.278 1.936
H 0.421 -0.646 2.705
H 2.344 -0.910 1.012
```

Computed properties:
Kohn-Sham gap   9.505 eV
HOMO energy   -8.8 eV
Spin multiplicity   1

=====

Model c:
Below is 2 unconnected molecules or ions with the total composition C5H8O2, with properties calculated with wB97M-V/def2-TZVPD.

```
15
Properties=species:S:1:pos:R:3
C -2.403 1.778 0.604
C -1.527 1.036 0.243
C -0.461 0.128 -0.173
C 0.697 0.711 -1.006
C 1.578 0.301 0.179
O 0.439 -0.194 0.918
H -3.176 2.438 0.933
H -0.875 -0.797 -0.588
H 0.892 0.179 -1.939
H 0.627 1.784 -1.191
H 2.298 -0.500 -0.023
H 2.072 1.115 0.719
O 0.152 -2.820 0.139
H 0.374 -2.037 0.675
H -0.685 -3.124 0.509
```

Computed properties:
Kohn-Sham gap   11.114 eV
HOMO energy   -10.2 eV
SMILES string   C#C[C@H]1CCO1.O
Spin multiplicity   1

=====

Model d:
Below is 2 unconnected molecules or ions with the total composition C5H8O2, with properties calculated with wB97M-V/def2-TZVPD.

```
15
Properties=species:S:1:pos:R:3
O 2.482 0.337 -0.728
C 1.536 0.445 0.297
C 0.410 1.428 -0.049
C -0.556 0.230 -0.009
C 0.438 -0.645 0.261
C -0.447 -1.009 -0.868
H 2.985 -0.475 -0.579
H 1.991 0.561 1.288
H 0.184 2.224 0.663
H 0.519 1.843 -1.055
H -1.204 -1.762 -0.667
H -0.089 -0.968 -1.901
O -2.966 -1.035 1.283
H -3.188 -0.474 0.529
H -2.095 -0.699 1.534
```

Computed properties:
Kohn-Sham gap   9.285 eV
HOMO energy   -9.2 eV
SMILES string   O[C@H]1CC2=C1C2.O
Spin multiplicity   1

=====

Relative energies, in hartree, with the most stable structure set to zero: model a 0.0641; model b 0.0733; model c 0.0000; model d 0.0812.